98
Properties=species:S:1:pos:R:3:forces:R:3:lowdin_charge:R:1 method="wB97M-V/def2-TZVPD" homo_ev=-8.104 energy_ha=-2977.27241
C 2.197738 0.265999 0.336096 0.6456 0.0290 -1.6300 -0.061
C 2.767992 -0.122252 -0.868401 -0.9431 1.0203 1.2748 -0.237
Si 3.676501 -1.749085 -1.219965 1.1580 -0.1182 1.3808 0.492
O 2.874915 -3.174189 -0.683624 -0.9894 2.3542 -1.2781 -0.361
Si 1.165350 -3.169525 -0.939029 0.1804 -1.3921 2.1086 0.577
C 0.403086 -4.130815 0.559973 0.2378 -0.3363 -0.3863 -0.291
C -0.586306 -5.300968 0.115956 -0.5301 0.1208 1.2201 -0.265
C -2.124517 -4.892761 0.176445 -0.2996 -1.0314 -0.8054 -0.211
C -2.755355 -4.604917 -1.272375 -0.2695 0.9313 1.0063 -0.187
C -2.456642 -3.100420 -1.763902 -0.2904 -0.1063 0.5345 -0.172
C -3.828607 -2.300899 -2.019425 1.4048 -1.3897 -0.6200 -0.232
O -4.553551 -2.285806 -0.784166 0.4771 1.0381 -0.4236 -0.226
C -4.143565 -1.158515 0.020549 -0.5651 0.4067 -0.5245 -0.106
O 5.238322 -1.763165 -0.433277 -1.7025 -2.4466 -0.8475 -0.036
B 5.603556 -3.142754 -0.287636 0.0737 -0.1437 1.0375 -0.770
O 5.853564 -4.023699 -1.383740 0.1800 1.5204 1.0789 0.114
O 5.685741 -3.682220 1.035697 0.5153 0.4951 -2.3697 0.129
H 2.260377 -0.313446 1.302001 -0.0703 0.5484 -1.3036 0.074
H 1.633610 1.249748 0.363377 0.7893 -1.3075 0.1360 0.066
H 2.646383 0.601770 -1.751602 0.1511 -1.0798 1.3094 0.060
H 3.969847 -1.850638 -2.667484 -0.2123 -0.0430 0.0415 0.025
H 0.729317 -3.866004 -2.151896 0.3301 -0.0986 -0.4135 -0.024
H 0.548039 -1.844962 -0.933343 0.2263 0.3478 -0.2558 -0.028
H -0.105498 -3.385463 1.246177 0.4776 -0.9766 -0.6701 0.074
H 1.253224 -4.601749 1.136575 -0.7808 0.6542 -0.5638 0.075
H -0.446768 -6.143117 0.868785 -0.1275 0.9353 -0.9991 0.102
H -0.371323 -5.732794 -0.903059 -0.0181 0.5576 0.9933 0.089
H -2.328122 -4.051057 0.909588 0.3135 -0.8450 -0.9771 0.106
H -2.687367 -5.800588 0.566837 0.6160 1.0731 -0.3345 0.104
H -2.392728 -5.385402 -1.998938 -0.3960 0.8320 0.6832 0.105
H -3.878812 -4.697314 -1.132807 1.2899 0.0044 -0.4124 0.104
H -1.931200 -2.594989 -0.886378 -0.4335 -0.4315 -1.3080 0.079
H -1.780860 -3.083928 -2.668774 -0.7357 0.1103 0.9408 0.103
H -4.382799 -2.906667 -2.807670 0.2398 0.8279 1.1680 0.128
H -3.637270 -1.264813 -2.450362 -0.2748 -1.0865 0.7090 0.120
H -4.922574 -1.038909 0.827495 1.0735 -0.2137 -0.7780 0.080
H -4.194192 -0.245816 -0.659334 0.2346 -0.8066 1.0378 0.096
H -3.096417 -1.271370 0.437940 -1.1905 0.1056 -0.3387 0.090
H 6.108928 -3.533046 -2.182723 -0.3027 -0.2232 0.3375 0.100
H 6.211382 -4.500176 0.979424 -0.4766 0.2844 0.1420 0.100
O -1.618655 -1.690183 4.634699 -0.8893 -3.0884 1.8281 -0.315
P -2.689255 -1.238862 5.645017 1.3774 6.4200 -2.6628 0.752
N -3.690914 -0.493377 4.451490 -1.0449 0.5130 -0.5850 -0.347
C -3.172062 0.550644 3.577910 0.3597 0.1740 0.0968 -0.120
C -4.380046 -1.485556 3.626022 -0.0558 -0.1734 0.4686 -0.150
N -1.691590 -0.147200 6.498732 1.3051 -0.3900 0.6931 -0.330
C -1.804564 1.294497 6.481026 -0.6254 0.0666 0.5679 -0.136
C -0.290578 -0.526239 6.658944 0.0908 -0.2699 -0.4001 -0.145
N -3.930032 -0.854698 6.879374 -0.7433 -2.5283 0.4532 -0.292
C -4.189187 -2.022672 7.733166 0.2464 0.0697 0.4444 -0.150
C -5.184827 -0.152815 6.637935 -0.3414 0.0068 -0.5974 -0.135
H -3.942781 0.877055 2.871722 -0.0894 -0.2783 0.0715 0.082
H -2.298796 0.230491 3.001207 0.0543 -0.0071 -0.0647 0.083
H -2.914554 1.447501 4.138405 0.1452 -0.0950 0.1008 0.056
H -4.820061 -2.267527 4.255189 0.0511 -0.0524 0.0164 0.077
H -3.697819 -1.967308 2.916981 -0.0185 -0.0630 0.0033 0.069
H -5.202904 -1.028552 3.069585 0.0700 0.1150 0.0854 0.072
H -1.287852 1.727052 5.618031 0.0339 0.0200 -0.0791 0.080
H -1.357282 1.724374 7.384469 0.0559 -0.1098 -0.0472 0.082
H -2.841036 1.632862 6.479776 -0.0551 -0.1372 -0.1366 0.068
H 0.299856 -0.289641 5.766452 0.1081 -0.0453 -0.0107 0.079
H -0.200744 -1.596335 6.851781 0.0172 0.0951 -0.1562 0.071
H 0.159612 -0.016009 7.515610 -0.2492 0.1462 -0.0205 0.079
H -4.759600 -2.787379 7.195150 -0.1098 -0.0412 0.1819 0.076
H -4.736400 -1.744649 8.637441 -0.0061 0.0672 -0.1092 0.079
H -3.243755 -2.471069 8.057252 0.0359 0.0209 -0.1001 0.078
H -5.890222 -0.744595 6.044782 -0.1284 0.1303 -0.0124 0.079
H -5.028205 0.806690 6.146859 0.1483 -0.2474 -0.1527 0.071
H -5.668239 0.081621 7.593050 0.2619 -0.3532 0.1674 0.087
O 2.672668 2.717006 -3.485885 -2.2468 1.8546 2.2755 -0.322
P 2.626549 4.114384 -4.131178 4.7336 -2.7797 -4.5651 0.753
N 2.185078 3.524535 -5.693244 -0.4802 -0.0404 -1.1594 -0.353
C 3.005462 2.539471 -6.385847 0.4018 -0.0802 0.1248 -0.122
C 0.792737 3.073701 -5.729253 -0.0355 0.3986 0.1868 -0.147
N 4.291965 4.450548 -3.965482 0.7231 -0.0025 1.3572 -0.328
C 5.252853 4.523064 -5.044209 -0.1629 0.8011 -0.2527 -0.135
C 4.946241 3.948173 -2.760246 -0.2574 -0.4022 0.1068 -0.143
N 2.492883 5.786605 -4.761165 -2.1624 0.6753 1.4372 -0.291
C 1.742801 6.634187 -3.823494 0.3392 0.2923 0.2620 -0.150
C 2.140730 6.158444 -6.126232 -0.3848 -0.3724 -0.4342 -0.134
H 2.550481 2.267980 -7.343768 -0.2346 0.0983 0.1703 0.083
H 3.150106 1.621671 -5.808170 0.0061 -0.0759 0.0105 0.084
H 3.979683 2.947085 -6.649378 0.0427 0.0225 0.1928 0.055
H 0.139686 3.812669 -5.251236 -0.0034 -0.0079 0.0701 0.073
H 0.660561 2.119583 -5.206884 -0.0358 0.0040 0.0289 0.080
H 0.444810 2.963372 -6.760114 0.1450 0.0179 0.0003 0.081
H 5.630383 3.531099 -5.312655 0.0100 -0.0817 -0.0151 0.081
H 6.112293 5.136151 -4.750277 -0.0607 -0.0696 0.0978 0.082
H 4.845674 5.000579 -5.935751 -0.1724 -0.1015 0.0149 0.068
H 5.220396 2.891379 -2.856116 0.0350 -0.0610 0.0969 0.079
H 4.290557 4.051754 -1.894299 0.0349 -0.1432 -0.1045 0.071
H 5.851330 4.520272 -2.536291 -0.0587 0.0949 -0.2640 0.080
H 0.674549 6.393110 -3.839899 -0.0444 0.2114 0.0196 0.075
H 1.869135 7.695153 -4.053185 0.0116 -0.0937 -0.0880 0.079
H 2.108382 6.482871 -2.801996 0.0094 -0.1055 -0.0256 0.078
H 1.096151 5.933939 -6.366925 0.0106 0.0505 -0.1748 0.079
H 2.784196 5.675099 -6.860106 -0.1316 -0.2108 0.2158 0.071
H 2.290729 7.234704 -6.267740 -0.0416 0.0215 0.4708 0.088